No. 1
Below is a structure of composition C19H32Ge2NO2Pd, with properties calculated with ωB97M-V/def2-TZVPD.

Multiplicity   5
Calculated total energy   -142286.8522 eV
LUMO level (spin up / spin down)   -0.3514 / -0.4582 Eh
Total charge   +3
HOMO (spin up / spin down)   -0.6512 / -0.6928 Eh

Structure (XYZ):
```
57
Properties=species:S:1:pos:R:3:mulliken_spin:R:1
Pd -0.23053 1.51033 1.42535 0.9784
C -3.68583 1.27709 -1.52198 0.0446
C -2.71997 1.72866 -0.41042 0.0621
Ge -1.93609 0.02389 0.22183 0.2608
C -2.85122 -1.08731 1.52740 0.0105
C -3.77058 -2.11525 0.85322 0.0117
C -1.16763 -1.00575 -1.26649 0.0715
C 0.17377 -1.00980 -1.50652 0.1443
Ge 1.17518 0.05762 -0.15238 0.2470
C 1.87290 1.80494 -0.77649 0.0335
C 2.94349 1.58238 -1.86254 0.0420
C 2.16898 -1.03301 1.14131 0.0041
C 3.18590 -2.00466 0.52686 0.0097
C 0.75848 -1.75520 -2.59832 0.2437
C -0.04566 -2.48323 -3.54224 0.0866
C 0.52986 -3.18933 -4.55632 0.0450
C 1.93231 -3.20639 -4.68509 0.2236
C 2.75238 -2.49713 -3.77490 0.0868
C 2.17472 -1.79140 -2.76209 0.0564
H -4.26884 2.14184 -1.84559 0.0235
H -4.39903 0.52521 -1.17850 -0.0056
H -3.15834 0.89812 -2.39739 -0.0046
H -3.23609 2.14962 0.45051 -0.0019
H -1.99851 2.45461 -0.78224 0.0120
H -3.40639 -0.42847 2.19677 0.0021
H -2.09641 -1.59278 2.13478 0.0084
H -4.54939 -1.64312 0.25420 0.0000
H -4.26196 -2.70972 1.62209 0.0013
H -3.21347 -2.80159 0.21421 -0.0023
H -1.84788 -1.57825 -1.89157 0.0334
H 2.31612 2.33252 0.07011 0.0072
H 1.06441 2.42089 -1.17202 0.0086
H 3.77218 0.96664 -1.51035 -0.0050
H 3.35594 2.55378 -2.13745 0.0144
H 2.52008 1.14068 -2.76354 -0.0032
H 1.43543 -1.58932 1.72963 0.0099
H 2.68152 -0.35235 1.82524 -0.0012
H 2.70056 -2.76210 -0.08869 0.0012
H 3.70727 -2.52665 1.32865 0.0021
H 3.94195 -1.49218 -0.06926 -0.0007
H -1.12249 -2.47767 -3.46243 -0.0012
H -0.07867 -3.73555 -5.26381 0.0075
H 2.39186 -3.76845 -5.48913 -0.0027
H 3.82693 -2.52664 -3.89314 0.0029
H 2.80577 -1.25768 -2.06466 -0.0020
N 1.09688 1.99301 3.08190 0.1587
C 0.48063 2.18641 4.42678 -0.0012
C -0.61564 3.24341 4.41145 0.0162
C -1.86684 2.73756 3.73310 -0.0179
O -2.91409 2.98771 4.42423 0.9314
O -1.93804 2.18098 2.63340 0.1219
H 1.80331 1.26451 3.16734 -0.0022
H 1.61255 2.83911 2.83761 -0.0008
H 1.25625 2.48967 5.13055 0.0099
H 0.08836 1.22516 4.75893 0.0047
H -0.30781 4.14349 3.86733 0.0037
H -0.83858 3.56112 5.43078 0.0094
```



No. 2
Below is a structure of composition C19H32N10OPdS, with properties calculated with ωB97M-V/def2-TZVPD.

Calculated total energy   -51483.0130 eV
LUMO level   0.1697 Eh
Total charge   -2
HOMO   0.0430 Eh

Structure (XYZ):
```
64
Properties=species:S:1:pos:R:3:nbo_charge:R:1
Pd 0.21809 -1.42923 -0.24765 0.1117
N 0.16813 -3.79740 3.60848 -0.8530
C 0.65048 -3.32684 2.35948 0.2321
S -0.04262 -4.05913 0.98835 -0.5062
N 1.60781 -2.46530 2.43905 -0.4868
N 1.98409 -1.71261 1.37492 -0.2750
C 3.24592 -1.47925 1.29478 0.0490
C 3.92935 -0.53371 0.45292 -0.2386
C 5.23565 -0.22139 0.81951 -0.1650
C 6.02266 0.68090 0.12704 -0.3697
C 5.49032 1.29428 -1.00409 -0.2346
C 4.21224 1.00677 -1.40821 -0.3014
C 3.33760 0.10480 -0.70918 0.4049
O 2.17111 -0.06581 -1.13278 -0.7436
H -0.13791 -4.75840 3.53243 0.3676
H 0.85256 -3.66743 4.34419 0.3520
H 3.91103 -2.01773 2.00171 0.1326
H 5.64344 -0.69485 1.71302 0.1805
H 7.02875 0.90970 0.46842 0.1752
H 6.09428 2.00642 -1.56945 0.1731
H 3.79241 1.50476 -2.27766 0.1793
C -2.34221 -2.64754 -0.92048 -0.4453
N -2.91232 -1.68086 -1.84874 -0.4720
C -3.99411 -0.91064 -1.27423 -0.4046
C -1.94720 -0.97647 -2.56093 0.5438
N -0.72026 -1.26866 -2.44087 -0.7244
N -2.52164 0.00810 -3.45708 -0.4875
C -3.32167 -0.58477 -4.50894 -0.4046
C -1.56689 0.97248 -3.95310 -0.4109
H -3.08608 -2.95220 -0.18550 0.1844
H -1.41129 -2.23284 -0.39536 0.2155
H -2.00485 -3.52482 -1.47370 0.2009
H -3.70826 -0.48472 -0.30081 0.1782
H -4.85803 -1.56262 -1.11126 0.1784
H -4.27932 -0.10023 -1.94400 0.2071
H -0.04923 -0.76226 -3.00731 0.3712
H -3.95695 -1.35808 -4.08089 0.2186
H -2.71088 -1.04291 -5.30698 0.1597
H -3.95497 0.18296 -4.96932 0.1744
H -0.97583 1.33970 -3.11536 0.2286
H -2.10680 1.81219 -4.40099 0.1811
H -0.88508 0.56002 -4.71579 0.1600
C -1.00673 0.21395 1.97090 -0.0824
N -1.48395 1.32669 2.82150 -0.4894
C -2.13104 2.30022 1.95368 -0.0746
N -1.25708 2.82158 0.90794 -0.4937
C -0.78771 1.66314 0.11629 -0.0682
N -0.11347 0.70005 0.94605 -0.4780
C 1.03437 1.32427 1.56692 -0.0858
N 0.62322 2.46587 2.40712 -0.4831
C -0.30902 1.96333 3.40642 -0.0753
C -0.08749 3.40748 1.55801 -0.0736
H -1.87798 -0.26477 1.51018 0.2038
H -0.48231 -0.51517 2.59484 0.2307
H -2.48216 3.14274 2.56740 0.1694
H -2.99578 1.82645 1.47750 0.1875
H -0.09384 2.02173 -0.64799 0.2052
H -1.65931 1.20410 -0.36223 0.1952
H 1.71673 1.67853 0.79255 0.2194
H 1.54781 0.58911 2.18806 0.2283
H -0.64168 2.80501 4.03178 0.1660
H 0.20761 1.23213 4.03321 0.2009
H 0.59696 3.77021 0.78523 0.1924
H -0.41867 4.25898 2.17102 0.1685
```



No. 3
Below is an isolated molecule of C19H32N2O2, with properties calculated with ωB97M-V/def2-TZVPD.

Energy above the lowest of the compared OMol25 structures with the same formula, charge and spin   207.4 kJ/mol
Calculated total energy   -27296.9910 eV
LUMO level   0.0293 Eh
SMILES   CCCCCCOc1ccc(CN2CCN(CCO)CC2)cc1
HOMO   -0.3042 Eh

Structure (XYZ):
```
55
Properties=species:S:1:pos:R:3:nbo_charge:R:1
C -0.63698 1.98068 -1.24527 -0.6112
C -1.70597 3.06485 -1.17201 -0.3885
C -3.07746 2.52710 -0.76170 -0.3920
C -3.11754 2.04496 0.68711 -0.4078
C -4.50846 1.58654 1.12891 -0.4149
C -4.91120 0.20600 0.59823 -0.0611
O -4.17461 -0.82526 1.22511 -0.5222
C -3.03851 -1.33746 0.67544 0.3878
C -2.25078 -2.09338 1.54705 -0.2849
C -1.09804 -2.70593 1.10568 -0.1807
C -0.68590 -2.58951 -0.21814 -0.1019
C 0.60669 -3.21190 -0.68656 -0.2248
N 1.78179 -2.35822 -0.56283 -0.4394
C 1.72683 -1.16461 -1.38156 -0.2230
C 3.08220 -0.46661 -1.34654 -0.2232
N 3.40688 -0.08861 0.01782 -0.4409
C 4.63589 0.67902 0.08458 -0.2335
C 4.79906 1.37962 1.43893 -0.0639
O 5.80464 2.36323 1.41244 -0.7114
C 3.44910 -1.28661 0.83828 -0.2283
C 2.09432 -1.98671 0.80188 -0.2302
C -1.47668 -1.84516 -1.08109 -0.1270
C -2.63816 -1.22688 -0.65164 -0.3510
H -0.94556 1.18772 -1.92316 0.1989
H 0.29999 2.39681 -1.60873 0.2089
H -0.45420 1.54381 -0.26697 0.2076
H -1.79661 3.53711 -2.15346 0.1980
H -1.39479 3.83535 -0.46291 0.1937
H -3.35205 1.71547 -1.43756 0.1867
H -3.81798 3.32212 -0.88516 0.1985
H -2.80279 2.86851 1.33280 0.2036
H -2.41150 1.22612 0.83105 0.2080
H -4.53780 1.53567 2.21926 0.2124
H -5.25732 2.31180 0.80346 0.2016
H -4.83179 0.16500 -0.49019 0.1698
H -5.95448 0.01107 0.86917 0.1928
H -2.57409 -2.18871 2.57193 0.2220
H -0.51091 -3.29115 1.79875 0.2097
H 0.81034 -4.11845 -0.10912 0.2012
H 0.52463 -3.48842 -1.74189 0.2008
H 1.49663 -1.45343 -2.40995 0.1982
H 0.95788 -0.45865 -1.02826 0.1789
H 3.03754 0.43654 -1.96041 0.1985
H 3.84610 -1.14304 -1.76888 0.1678
H 4.58034 1.45328 -0.68916 0.1867
H 5.52820 0.06232 -0.12258 0.1700
H 5.11381 0.67662 2.21170 0.1751
H 3.83127 1.81223 1.72848 0.1633
H 5.58236 3.01746 0.74032 0.4606
H 3.67735 -1.00568 1.86695 0.2007
H 4.22557 -1.98559 0.47997 0.1688
H 2.14014 -2.89261 1.41082 0.1999
H 1.33494 -1.30946 1.22869 0.1779
H -1.19076 -1.75330 -2.11963 0.2006
H -3.22159 -0.67168 -1.36943 0.2131
```



No. 4
Below is an isolated molecule of C19H32N2O5, with properties calculated with ωB97M-V/def2-TZVPD.

Energy above the lowest of the compared OMol25 structures with the same formula, charge and spin   368.7 kJ/mol
Calculated total energy   -33439.3647 eV
LUMO level   0.0246 Eh
SMILES   CCO[C@H]1CC[C@@H]1C(=O)N[C@@H]1C[C@H](C(=O)NC2(CCOC)CC2)C[C@H]1O
HOMO   -0.3394 Eh

Structure (XYZ):
```
58
Properties=species:S:1:pos:R:3:nbo_charge:R:1
C 0.60869 -3.53116 -1.48070 -0.6489
C 0.78795 -4.08452 -2.87875 -0.0595
O -0.44371 -4.36012 -3.53627 -0.5352
C -1.11805 -3.25318 -4.06328 0.1171
C -1.79671 -3.49691 -5.41911 -0.4200
C -3.02640 -2.71493 -4.91064 -0.3961
C -2.52143 -2.90098 -3.46879 -0.3397
C -2.58190 -1.70341 -2.55699 0.6937
O -2.67530 -0.55769 -2.97461 -0.6532
N -2.44240 -1.97991 -1.23777 -0.6149
C -2.24304 -0.95916 -0.22796 -0.0556
C -1.18629 0.09674 -0.58132 -0.4086
C -0.39829 0.37460 0.73906 -0.3165
C 1.01648 -0.10149 0.48487 0.7050
O 1.37214 -1.24869 0.68220 -0.6343
N 1.82396 0.82658 -0.10754 -0.6262
C 2.97405 0.41924 -0.86606 0.1028
C 2.62282 -0.29795 -2.14978 -0.4302
C 1.79218 0.56625 -3.09444 -0.0554
O 0.65540 -0.15988 -3.52451 -0.5548
C -0.18858 0.63682 -4.33151 -0.2511
C 4.16459 1.33432 -0.80686 -0.4190
C 4.18514 0.00862 -0.09394 -0.3981
C -1.10329 -0.44080 1.82697 -0.4091
C -1.73748 -1.59753 1.06396 0.0813
O -2.72227 -2.32822 1.77261 -0.7085
H 1.57210 -3.43625 -0.97702 0.2294
H 0.15229 -2.54115 -1.50195 0.2106
H -0.01902 -4.19782 -0.88484 0.2059
H 1.38081 -3.39220 -3.48771 0.1646
H 1.31348 -5.03956 -2.84678 0.1850
H -0.46865 -2.37210 -4.07216 0.1946
H -1.28528 -3.13463 -6.30994 0.2049
H -2.00446 -4.56157 -5.52798 0.2130
H -2.99487 -1.66001 -5.17843 0.2238
H -4.00949 -3.11806 -5.14258 0.2095
H -2.92872 -3.79667 -2.99526 0.2193
H -2.35654 -2.94182 -0.95162 0.4078
H -3.19666 -0.45289 -0.02224 0.1852
H -0.52271 -0.29221 -1.35783 0.2367
H -1.64468 0.99371 -0.98929 0.2326
H -0.39319 1.44030 0.97351 0.2149
H 1.41144 1.71841 -0.32814 0.3932
H 3.53870 -0.64120 -2.63373 0.2125
H 2.03819 -1.18563 -1.89850 0.2400
H 1.45756 1.48248 -2.58532 0.1511
H 2.37500 0.88702 -3.96744 0.1707
H -1.04600 0.03361 -4.62040 0.2151
H -0.55482 1.50680 -3.77484 0.1682
H 0.33829 0.98371 -5.22794 0.1610
H 4.75281 1.44491 -1.70764 0.2154
H 4.08240 2.22743 -0.20263 0.2184
H 4.10078 0.01115 0.98243 0.2301
H 4.78766 -0.78877 -0.50572 0.2184
H -0.41889 -0.79366 2.59591 0.2346
H -1.88792 0.15345 2.30345 0.2038
H -0.95265 -2.31426 0.81137 0.2016
H -3.55319 -1.84167 1.73371 0.4629
```



- Among the records above, which one has the lowest calculated total energy?
  C19H32Ge2NO2Pd



- The lowest calculated total energy belongs to which entry?
  C19H32Ge2NO2Pd



- Look up the calculated total energy of the third one.
  -27296.9910 eV



- Which of these has the highest calculated total energy?
  C19H32N2O2